{"formula": "C18H31N5O3S", "method": "ωB97M-V/def2-TZVPD", "elements": ["C", "C", "N", "C", "C", "C", "C", "O", "N", "C", "O", "C", "C", "N", "C", "O", "C", "C", "C", "N", "N", "S", "C", "C", "C", "C", "C", "H", "H", "H", "H", "H", "H", "H", "H", "H", "H", "H", "H", "H", "H", "H", "H", "H", "H", "H", "H", "H", "H", "H", "H", "H", "H", "H", "H", "H", "H", "H"], "coordinates": [[3.63431, 0.26057, 2.89903], [2.91141, 0.08045, 4.22421], [1.80323, -0.86927, 4.17346], [1.27753, -1.08608, 5.51861], [0.14411, -2.10106, 5.52317], [-0.97450, -1.68299, 4.57110], [-0.36773, -1.43969, 3.20887], [-1.41253, -1.00077, 2.32210], [-1.03021, -1.19265, 1.01165], [-0.55764, -0.15772, 0.25566], [-0.27418, 0.93019, 0.71599], [-0.27046, -0.57227, -1.17892], [1.25714, -0.52526, -1.34307], [1.92888, -1.23542, -0.26460], [1.82455, -2.57695, -0.13074], [1.29582, -3.28676, -0.96704], [2.39620, -3.16352, 1.15727], [3.63527, -3.95645, 0.88101], [3.74646, -5.18721, 0.30099], [5.02634, -5.62720, 0.14987], [5.91190, -4.81083, 0.57545], [5.20986, -3.42572, 1.19821], [-1.06287, 0.25090, -2.22365], [-0.61844, 1.71432, -2.29030], [-2.54641, 0.19434, -1.84826], [-0.87927, -0.39628, -3.59944], [0.74019, -0.40244, 3.29391], [4.51778, 0.88312, 3.04118], [3.96746, -0.70201, 2.50475], [3.01204, 0.76216, 2.15537], [3.62027, -0.29328, 4.96621], [2.56068, 1.06247, 4.58564], [2.09448, -1.43221, 6.15426], [0.91238, -0.13270, 5.94324], [0.53898, -3.07466, 5.21975], [-0.24185, -2.20847, 6.53781], [-1.75098, -2.44687, 4.50909], [-1.44475, -0.75769, 4.91739], [0.04252, -2.37669, 2.81639], [-1.47436, -1.98518, 0.57337], [-0.56789, -1.61774, -1.30454], [1.54450, -0.97565, -2.29162], [1.60374, 0.50559, -1.31720], [2.31867, -0.70255, 0.49439], [2.57019, -2.40151, 1.91811], [1.62878, -3.83737, 1.54075], [2.92868, -5.80134, -0.04202], [0.40727, 1.80854, -2.65195], [-1.25843, 2.25267, -2.99253], [-0.68502, 2.19671, -1.31653], [-2.89571, -0.83975, -1.78183], [-2.73476, 0.68557, -0.89122], [-3.14742, 0.70047, -2.60565], [-1.17565, -1.44754, -3.58547], [-1.49608, 0.11979, -4.33769], [0.15527, -0.33955, -3.94115], [0.30513, 0.55107, 3.64018], [1.13789, -0.21950, 2.29974]], "lowdin_charge": [-0.078, -0.253, -0.163, -0.204, -0.167, -0.134, -0.305, -0.040, 0.082, -0.451, 0.088, -0.193, -0.104, 0.096, -0.489, 0.072, -0.109, -0.530, -0.181, -0.089, -0.342, 1.017, -0.559, -0.042, -0.043, -0.047, -0.143, 0.080, 0.051, 0.066, 0.116, 0.123, 0.120, 0.129, 0.117, 0.114, 0.121, 0.128, 0.143, 0.162, 0.134, 0.129, 0.129, 0.111, 0.083, 0.129, 0.118, 0.082, 0.088, 0.081, 0.090, 0.091, 0.088, 0.092, 0.088, 0.081, 0.149, 0.081], "molar_mass_g_mol": 397.55, "e_above_lowest_ev": 0.195, "total_charge": 0, "energy_ev": -43596.5021, "smiles": "CCN1CCC[C@@H](ONC(=O)[C@H](CNC(=O)Cc2cnns2)C(C)(C)C)C1", "homo_lumo_gap_ev": 9.6289}